Molecular formula: C11H15N2O2
Method: DFT, ωB97M-V/def2-TZVPD

CARTESIAN COORDINATES (ANGSTROEM)
1 C -0.62 -2.62 -1.78
2 N -0.95 -1.35 -1.17
3 C -2.24 -1.25 -0.47
4 C -2.08 -1.03 1.04
5 C -1.18 -2.10 1.67
6 C 0.01 -1.47 2.27
7 N 1.20 -1.82 2.00
8 H -0.46 -2.56 -2.85
9 H 0.32 -3.00 -1.36
10 H -1.36 -3.37 -1.56
11 H -0.83 -0.59 -1.82
12 H -2.86 -2.13 -0.69
13 H -2.80 -0.39 -0.85
14 H -3.08 -1.13 1.47
15 H -1.73 -2.61 2.47
16 H -0.83 -2.88 0.99
17 H -0.19 -0.64 2.93
18 H 1.85 -1.21 2.50
19 C 2.55 3.63 -0.35
20 C 1.82 3.59 -1.45
21 C 0.69 2.63 -1.59
22 O 0.03 2.59 -2.61
23 C 0.42 1.73 -0.45
24 C 1.15 1.77 0.66
25 C 2.28 2.73 0.80
26 O 2.95 2.78 1.81
27 H 3.38 4.32 -0.22
28 H 2.00 4.24 -2.30
29 H -0.41 1.03 -0.56
30 H 0.96 1.11 1.49

Energy, eV: -18721.9503
Orbital gap, eV: 2.64
ΔE to the lowest compared entry with this formula, charge and spin, eV: 4.425
Total charge: -1
HOMO, eV: -1.4